96
Properties=species:S:1:pos:R:3:lowdin_charge:R:1 method="wB97M-V/def2-TZVPD" total_energy_ev=-147412.452 lumo_energy_ev=-8.98 homo_energy_ev=-10.15 de_lowest_kj_mol=1184.57 charge=+1
Be 2.34 1.76 -1.62 0.83
B -0.66 -0.36 0.91 -1.40
F -1.41 0.32 -0.10 0.05
F -1.47 -0.92 1.86 0.13
F 0.19 -1.23 0.23 0.07
F 0.16 0.49 1.51 0.15
C 5.66 -2.80 -5.96 -0.27
S 4.65 -3.13 -4.54 0.84
O 4.77 -1.94 -3.66 -0.52
C 5.39 -4.61 -3.70 -0.22
H 5.94 -3.74 -6.44 0.06
H 6.64 -2.47 -5.60 0.06
H 5.25 -2.05 -6.63 0.06
H 5.03 -4.48 -2.67 0.05
H 6.46 -4.40 -3.62 0.05
H 5.28 -5.60 -4.12 0.06
C -1.84 6.57 -2.51 -0.23
S -0.93 6.80 -0.86 0.86
O 0.10 5.72 -0.61 -0.56
C 0.02 8.23 -1.40 -0.28
H -2.55 7.39 -2.56 0.04
H -2.49 5.71 -2.36 0.04
H -1.30 6.39 -3.44 0.06
H 0.94 7.87 -1.87 0.06
H 0.39 8.69 -0.48 0.04
H -0.53 9.03 -1.89 0.06
C -2.62 0.44 -6.97 -0.27
S -1.31 1.69 -6.88 0.89
O -0.50 1.43 -5.58 -0.59
C -0.10 0.87 -8.06 -0.25
H -2.58 -0.13 -7.90 0.05
H -3.65 0.80 -6.88 0.05
H -2.46 -0.33 -6.22 0.06
H -0.09 -0.22 -8.07 0.05
H 0.89 1.26 -7.80 0.04
H -0.30 1.04 -9.12 0.05
C 0.43 8.53 5.17 -0.24
S 1.97 7.59 4.84 0.88
O 3.14 8.31 5.61 -0.53
C 1.58 5.89 5.54 -0.22
H 0.30 9.39 4.52 0.05
H 0.71 8.79 6.19 0.05
H -0.47 7.92 5.18 0.05
H 0.64 5.48 5.17 0.05
H 1.46 6.02 6.62 0.06
H 2.24 5.11 5.16 0.05
C -1.88 -2.38 9.38 -0.26
S -3.41 -1.31 9.20 0.85
O -2.92 0.11 9.37 -0.56
C -3.39 -1.61 7.39 -0.27
H -2.04 -3.45 9.19 0.05
H -1.60 -2.19 10.42 0.03
H -0.99 -2.00 8.88 0.05
H -3.64 -2.64 7.12 0.06
H -2.38 -1.36 7.06 0.05
H -4.03 -0.81 7.03 0.04
C 8.62 1.22 2.36 -0.23
S 7.60 0.31 1.16 0.85
O 6.30 1.06 1.15 -0.52
C 8.58 0.52 -0.38 -0.23
H 8.26 1.15 3.39 0.07
H 8.65 2.20 1.87 0.05
H 9.63 0.83 2.34 0.05
H 8.08 0.05 -1.23 0.05
H 9.55 0.03 -0.28 0.06
H 8.51 1.60 -0.53 0.05
C -6.61 2.18 1.62 -0.27
S -6.54 3.29 3.06 0.90
O -7.03 2.42 4.27 -0.55
C -4.64 3.36 3.30 -0.20
H -7.44 1.50 1.83 0.05
H -5.87 1.39 1.71 0.06
H -6.70 2.64 0.64 0.06
H -4.42 3.55 4.35 0.05
H -4.35 4.25 2.73 0.03
H -4.17 2.47 2.89 0.05
C -4.12 -5.57 1.06 -0.23
S -4.18 -7.45 0.79 0.88
O -3.95 -7.56 -0.77 -0.62
C -2.48 -7.76 1.38 -0.29
H -3.46 -5.11 0.33 0.06
H -3.85 -5.26 2.07 0.05
H -5.15 -5.20 0.98 0.04
H -1.74 -7.12 0.91 0.05
H -2.12 -8.79 1.26 0.05
H -2.45 -7.47 2.43 0.04
C -1.08 -8.21 -5.39 -0.25
S -0.49 -6.50 -5.73 0.87
O -1.19 -5.82 -6.95 -0.56
C -1.17 -5.59 -4.26 -0.24
H -2.14 -8.22 -5.66 0.05
H -1.06 -8.57 -4.36 0.06
H -0.64 -8.98 -6.01 0.05
H -0.95 -4.53 -4.17 0.06
H -0.60 -6.04 -3.44 0.04
H -2.24 -5.73 -4.16 0.06

=====

89
Properties=species:S:1:pos:R:3:lowdin_charge:R:1 method="wB97M-V/def2-TZVPD" total_energy_ev=-56055.240 lumo_energy_ev=-8.22 homo_energy_ev=-9.33 charge=+1
Mg 4.54 6.98 1.47 1.29
N 2.23 2.84 -0.45 -0.67
O 2.75 3.81 0.09 0.01
O 2.41 2.52 -1.61 0.06
O 1.38 2.23 0.15 0.08
C -9.23 -0.95 -3.26 -0.02
C -8.16 0.15 -2.91 -0.44
C -8.73 1.15 -1.88 -0.13
C -8.76 0.64 -0.42 -0.18
C -7.40 0.03 -0.04 -0.13
C -6.83 -1.03 -1.04 -0.45
N -6.86 -0.47 -2.42 -0.11
O -6.33 -1.33 -3.39 -0.02
C -5.36 -1.21 -0.58 -0.05
C -7.60 -2.42 -0.81 -0.02
C -7.71 0.97 -4.17 -0.04
H -10.07 -0.52 -3.81 0.08
H -9.66 -1.32 -2.34 0.06
H -8.99 -1.77 -3.94 0.09
H -8.29 2.15 -1.96 0.11
H -9.77 1.35 -2.16 0.12
H -9.54 -0.12 -0.36 0.09
H -9.30 1.27 0.28 0.11
H -7.62 -0.53 0.87 0.11
H -6.68 0.79 0.25 0.11
H -4.82 -1.85 -1.27 0.08
H -4.92 -0.22 -0.45 0.07
H -5.31 -1.76 0.36 0.08
H -7.27 -3.31 -1.35 0.08
H -7.41 -2.72 0.22 0.07
H -8.68 -2.31 -0.94 0.05
H -7.13 1.89 -4.08 0.08
H -8.62 1.22 -4.72 0.08
H -7.22 0.38 -4.94 0.07
H -5.53 -0.92 -3.72 0.10
C 2.43 -4.65 1.33 -0.04
C 3.71 -4.63 2.26 -0.49
C 4.71 -5.52 1.44 -0.14
C 6.19 -5.41 1.79 -0.17
C 6.65 -3.95 1.95 -0.13
C 5.68 -2.97 2.76 -0.44
N 4.24 -3.26 2.44 -0.09
O 3.36 -2.46 3.14 0.00
C 6.09 -3.34 4.20 -0.05
C 6.04 -1.51 2.47 -0.03
C 3.37 -5.40 3.53 -0.03
H 1.58 -4.20 1.84 0.07
H 2.50 -3.95 0.49 0.08
H 2.13 -5.68 1.14 0.09
H 4.36 -6.56 1.45 0.12
H 4.65 -5.01 0.48 0.11
H 6.38 -5.97 2.70 0.11
H 6.76 -5.80 0.95 0.11
H 7.03 -3.38 1.10 0.11
H 7.57 -4.09 2.52 0.10
H 5.65 -4.29 4.50 0.06
H 5.67 -2.68 4.96 0.08
H 7.15 -3.28 4.46 0.08
H 5.96 -1.39 1.39 0.08
H 6.98 -1.22 2.94 0.09
H 5.20 -0.89 2.78 0.07
H 4.33 -5.60 4.00 0.06
H 2.94 -4.67 4.22 0.09
H 2.90 -6.38 3.43 0.10
H 2.84 -2.10 2.42 0.11
O 4.82 4.18 -6.02 -0.05
H 4.28 4.56 -6.71 0.03
H 4.27 4.24 -5.23 0.02
O 3.72 0.14 -5.60 -0.05
H 3.22 0.28 -4.79 0.02
H 4.55 0.59 -5.44 0.03
O -1.73 5.19 2.02 -0.05
H -2.51 5.10 1.47 0.03
H -1.15 4.49 1.74 0.03
O 1.38 7.98 2.57 -0.07
H 0.48 7.73 2.33 0.04
H 1.29 8.37 3.44 0.04
O -1.05 0.49 -3.50 -0.05
H -1.70 0.56 -2.80 0.02
H -0.23 0.79 -3.10 0.02
O 4.95 5.75 4.50 -0.07
H 4.69 6.34 5.21 0.04
H 5.34 5.00 4.95 0.05
O 7.59 5.72 0.35 -0.07
H 8.00 5.80 -0.51 0.05
H 8.15 5.12 0.84 0.04
O 4.36 8.49 -1.53 -0.07
H 5.09 8.74 -2.09 0.05
H 3.62 9.00 -1.86 0.05

=====

Maximum force values (in Eh/bohr) by entry order: 0.089 0.050.
Gap between HOMO and LUMO values (in Ha) by entry order: 0.043 0.041.